# 1
Molecular formula: C3H5NO3
Method: DFT, ωB97M-V/def2-TZVPD

Last column: natural (NBO) charge in e.
Cartesian coordinates (Å):
1 C 0.150214 0.905313 0.576617  0.745
2 C 0.258178 -0.258167 -0.971182  -0.006
3 N -0.923901 -0.622510 -1.457173  -0.745
4 C 0.594857 -0.776061 0.325315  0.024
5 O -1.177766 1.093798 0.772111  -0.696
6 O 1.887838 -0.910778 0.737861  -0.667
7 O 0.999911 1.677573 0.927226  -0.579
8 H -1.293508 1.979342 1.151358  0.499
9 H 2.429127 -0.234029 0.298600  0.495
10 H -1.308021 -0.118652 -2.240154  0.393
11 H -1.578597 -1.230875 -0.964862  0.362
12 H -0.038332 -1.504954 0.844285  0.175

Force components x, y, z for each atom (eV/Å):
0.315 -0.241 1.760
0.175 -0.804 -0.872
0.029 0.054 0.319
-0.580 1.206 -0.428
0.269 -0.064 -0.285
0.050 0.169 -0.025
-0.400 -0.307 -0.445
0.101 -0.033 -0.049
-0.151 -0.101 -0.017
0.040 -0.031 0.068
0.172 0.030 -0.120
-0.018 0.122 0.094

Computed properties:
HOMO level ... -8.82 eV
Kohn-Sham gap ... 9.3 eV
Total charge ... 0
LUMO ... 0.5 eV

# 2
Molecular formula: CH3BCl2O2
Method: DFT, ωB97M-V/def2-TZVPD

Last column: natural (NBO) charge in e.
Cartesian coordinates (Å):
1 B -0.141254 0.320526 0.124281  1.218
2 C 0.586050 -1.054685 0.334748  -0.600
3 O -0.039518 1.438374 0.744109  -0.889
4 O -1.262050 0.262406 -1.544970  -0.982
5 Cl 2.034213 -0.982703 -0.711410  0.009
6 Cl 1.090305 -1.311356 2.024558  -0.006
7 H 0.027732 -1.938207 0.023877  0.269
8 H -0.440479 2.258129 0.454785  0.538
9 H -1.854999 1.007515 -1.449978  0.443

Force components x, y, z for each atom (eV/Å):
-2.628 -1.246 -4.748
0.156 -0.259 0.041
0.386 1.005 1.181
2.817 -0.331 3.815
-0.084 0.091 -0.108
-0.199 0.089 -0.018
-0.048 0.351 0.032
-0.178 -0.028 -0.281
-0.222 0.327 0.087

Computed properties:
HOMO level ... -10.29 eV
Kohn-Sham gap ... 10.3 eV
Total charge ... 0
LUMO ... 0.1 eV

# 3
Molecular formula: C14H24DyN7O2
Method: DFT, ωB97M-V/def2-TZVPD

Last column: Mulliken spin population.
Cartesian coordinates (Å):
1 Dy -0.203067 -1.083905 -0.063661  2.914
2 C 0.287752 1.947339 2.232357  -0.002
3 C -0.399883 0.685383 2.746470  0.006
4 N 0.142658 -0.614365 2.267577  0.013
5 C 1.553677 -0.910924 2.646334  0.004
6 C 2.539777 -0.679657 1.509359  -0.002
7 N 2.160146 -1.466349 0.303092  0.005
8 C 3.057870 -1.228073 -0.869647  0.004
9 C 2.565508 -0.139901 -1.824719  0.000
10 C 1.494253 -0.538590 -2.850629  0.010
11 N 0.075850 -0.522664 -2.366142  0.025
12 C -0.654008 0.760597 -2.588584  0.004
13 C -0.283501 1.844453 -1.587631  0.003
14 N -0.457457 1.424554 -0.163263  -0.002
15 C 0.473147 2.178025 0.722269  0.002
16 H 1.271352 2.039174 2.698497  0.000
17 H -0.294436 2.771579 2.647194  0.000
18 H -1.457299 0.696560 2.484493  -0.001
19 H -0.346322 0.715481 3.833806  0.000
20 H -0.431516 -1.323200 2.714508  0.001
21 H 1.604097 -1.955209 2.950143  -0.001
22 H 1.857808 -0.313820 3.506454  0.001
23 H 3.532988 -0.961226 1.859785  -0.001
24 H 2.581814 0.374164 1.236774  0.000
25 H 2.256490 -2.445900 0.556891  0.002
26 H 3.163195 -2.168318 -1.408572  -0.005
27 H 4.047221 -0.950179 -0.509303  0.002
28 H 3.431217 0.191767 -2.397067  -0.001
29 H 2.256918 0.740388 -1.250808  -0.001
30 H 1.706386 -1.548571 -3.196235  -0.005
31 H 1.570119 0.116781 -3.716836  0.000
32 H -0.413877 -1.226009 -2.910516  0.002
33 H -1.719572 0.546666 -2.539776  -0.002
34 H -0.446939 1.152352 -3.584759  0.000
35 H -0.868312 2.738545 -1.804366  -0.001
36 H 0.760293 2.123459 -1.731606  0.000
37 H -1.402116 1.679740 0.111165  0.002
38 H 0.393780 3.246186 0.518168  0.000
39 H 1.480005 1.898909 0.414583  0.000
40 N -2.615550 -0.791756 -0.062818  0.184
41 C -3.752884 -0.654705 -0.061602  -0.038
42 C -5.189759 -0.546867 -0.049526  0.421
43 C -5.900045 -0.908389 -1.205035  -0.068
44 N -6.477388 -1.192170 -2.170108  0.294
45 C -5.812979 -0.060220 1.112169  -0.065
46 N -6.312212 0.363300 2.068826  0.287
47 O -0.300734 -2.995259 -0.768654  0.494
48 O -0.524457 -3.009198 0.540972  0.515

Force components x, y, z for each atom (eV/Å):
0.455 4.945 -0.171
0.045 0.053 -0.002
0.238 0.020 -0.152
0.300 0.143 0.381
-0.029 0.127 -0.031
-0.077 -0.053 -0.056
0.366 0.072 0.194
-0.147 0.083 0.036
-0.119 0.030 0.089
-0.039 0.111 0.183
0.184 0.289 -0.415
0.261 0.004 0.094
0.118 -0.035 0.125
0.050 0.332 -0.060
-0.077 -0.148 -0.058
-0.002 0.014 -0.009
-0.007 0.011 0.004
-0.126 -0.013 -0.046
-0.057 0.024 0.133
-0.002 -0.070 0.087
-0.016 -0.087 0.036
0.003 0.008 0.083
0.126 0.018 -0.039
0.003 0.032 -0.046
0.011 -0.097 0.006
-0.001 -0.064 -0.005
0.094 -0.042 0.065
0.051 0.005 -0.037
0.020 -0.005 -0.029
-0.025 -0.079 -0.057
0.003 0.071 -0.092
-0.026 -0.050 -0.064
-0.133 -0.061 0.013
-0.040 -0.036 -0.139
-0.027 0.052 -0.008
0.002 0.017 0.053
-0.062 -0.013 -0.002
-0.010 0.084 0.009
0.051 -0.045 -0.004
-0.088 0.126 0.001
-1.373 -0.142 0.042
0.583 0.020 -0.007
-0.185 -0.053 -0.248
0.264 0.093 0.371
-0.156 0.126 0.199
0.231 -0.174 -0.334
-0.273 -2.867 -0.055
-0.360 -2.779 -0.038

Computed properties:
HOMO level (spin up / spin down) ... -16.51 / -16.73 eV
Kohn-Sham gap (spin up / spin down) ... 10.3 / 7.1 eV
2S+1 ... 6
Total charge ... +2
LUMO (spin up / spin down) ... -6.2 / -9.6 eV

# 4
Molecular formula: C9H10F5N6O3RhS
Method: DFT, ωB97M-V/def2-TZVPD

Last column: Mulliken spin population.
Cartesian coordinates (Å):
1 Rh -0.009896 0.422842 -0.040862  2.556
2 N -1.829399 -1.192030 0.648430  0.055
3 N -2.635746 -0.618158 1.639511  -0.002
4 C -2.425149 0.649105 2.035372  0.005
5 N -3.109930 1.188749 3.019045  0.002
6 N -1.465070 1.270975 1.338630  0.109
7 N -0.907184 2.456186 1.647404  -0.005
8 O 0.084215 2.672577 0.924330  0.079
9 O -1.325287 3.194985 2.501824  0.005
10 H -2.393176 -1.454320 -0.153393  -0.004
11 H -1.364223 -2.015333 1.017980  -0.005
12 H -3.379533 -1.161506 2.050600  0.001
13 H -3.840673 0.698878 3.512810  0.001
14 H -2.908792 2.141405 3.287816  -0.001
15 F 1.239901 -2.235751 -6.390935  0.034
16 C 1.320378 -1.497738 -5.331053  0.188
17 C 0.224693 -1.431843 -4.451814  0.015
18 F -0.870971 -2.107261 -4.718589  0.000
19 C 0.316403 -0.661549 -3.327099  0.036
20 F -0.748829 -0.615789 -2.512184  0.006
21 C 1.474934 0.092932 -3.019166  0.074
22 S 1.626264 1.159445 -1.689354  0.649
23 C 2.553256 0.012159 -3.938624  0.116
24 F 3.637003 0.700560 -3.696124  0.015
25 C 2.482880 -0.772795 -5.069193  -0.021
26 F 3.497025 -0.838556 -5.897840  -0.004
27 C 3.146302 -0.581842 3.096297  0.006
28 C 2.332138 0.242476 2.145441  -0.013
29 N 2.675167 1.515604 2.000104  0.009
30 O 1.372850 -0.291462 1.534870  0.091
31 H 4.186899 -0.604403 2.768991  0.001
32 H 2.762938 -1.595358 3.136751  0.001
33 H 3.119560 -0.139442 4.092496  0.000
34 H 3.460777 1.900469 2.498990  -0.001
35 H 2.122439 2.153802 1.453684  0.002

Force components x, y, z for each atom (eV/Å):
0.052 -0.051 0.525
0.354 -0.015 -0.120
-0.129 0.056 0.070
0.165 0.385 0.143
-0.132 -0.044 0.060
0.223 -0.355 -0.681
-0.195 0.358 0.371
-0.029 0.122 0.198
0.148 -0.218 -0.254
-0.097 -0.023 -0.029
-0.056 -0.080 0.082
-0.032 -0.085 -0.007
0.046 -0.089 -0.022
0.002 0.085 -0.034
-0.017 -0.119 -0.176
0.066 0.137 0.130
-0.061 0.092 0.237
-0.003 -0.052 -0.057
-0.065 -0.125 -0.077
0.085 0.036 0.062
-0.144 0.457 0.447
-0.177 -0.501 -0.476
-0.109 -0.151 -0.197
0.177 0.073 -0.010
0.135 0.129 0.104
0.032 -0.040 -0.083
0.049 0.012 -0.047
0.153 -0.187 0.164
-0.052 -0.038 -0.039
-0.288 0.221 -0.245
-0.003 0.003 0.009
-0.023 -0.001 -0.020
0.001 0.002 -0.004
0.023 -0.062 0.065
-0.103 0.067 -0.090

Computed properties:
HOMO level (spin up / spin down) ... -15.37 / -15.88 eV
Kohn-Sham gap (spin up / spin down) ... 8.6 / 6.3 eV
2S+1 ... 5
Total charge ... +2
LUMO (spin up / spin down) ... -6.8 / -9.5 eV

# 5
Molecular formula: CHClNOP
Method: DFT, ωB97M-V/def2-TZVPD

Last column: natural (NBO) charge in e.
Cartesian coordinates (Å):
1 O -3.670139 -1.140936 0.082852  -0.526
2 C -2.509270 -1.119329 -0.004767  0.785
3 N -1.376362 -1.367227 -0.259841  -0.780
4 P 0.419262 -0.812382 0.790087  0.763
5 Cl 1.676216 -1.928951 -0.211726  -0.224
6 H 0.631962 0.493110 -0.058382  -0.017

Force components x, y, z for each atom (eV/Å):
-0.963 0.785 0.394
-1.345 -0.917 0.031
5.390 0.978 1.095
-3.365 1.806 -2.015
0.723 -0.763 -0.667
-0.440 -1.889 1.161

Computed properties:
HOMO level ... -10.09 eV
Kohn-Sham gap ... 9.3 eV
SMILES string ... O=C=NPCl
Total charge ... 0
LUMO ... -0.8 eV

# 6
Molecular formula: C5H14NO
Method: DFT, ωB97M-V/def2-TZVPD

Last column: natural (NBO) charge in e.
Cartesian coordinates (Å):
1 O 0.647726 -0.899397 -1.134722  -0.612
2 C 1.714778 -0.610472 -1.622368  0.506
3 C 2.241916 -0.951405 -2.975646  -0.729
4 H 2.418636 -0.014117 -1.011496  0.113
5 H 3.155424 -1.531890 -2.841629  0.261
6 H 2.487961 -0.013359 -3.473336  0.258
7 H 1.530813 -1.531097 -3.560414  0.245
8 C 0.577617 1.021694 2.076202  -0.629
9 C -0.862637 1.018133 1.612542  -0.218
10 N -1.193984 -0.198840 0.815490  -0.514
11 C -2.581148 -0.206065 0.259548  -0.414
12 H 1.251681 0.928078 1.221405  0.215
13 H 0.830608 1.940717 2.588596  0.258
14 H 0.763199 0.139233 2.683512  0.222
15 H -1.541492 1.043983 2.467876  0.220
16 H -1.163530 1.863122 0.990591  0.220
17 H -1.070555 -1.025381 1.406117  0.423
18 H -0.494657 -0.327086 0.057263  0.473
19 H -3.280430 -0.106904 1.086634  0.229
20 H -2.697863 -1.168306 -0.230996  0.239
21 H -2.734059 0.629361 -0.415159  0.235

Force components x, y, z for each atom (eV/Å):
-0.578 -0.211 -0.260
0.897 0.408 0.081
-0.637 -0.311 0.279
0.033 0.028 -0.011
0.140 0.111 -0.040
0.134 -0.021 -0.084
-0.024 0.074 -0.009
0.062 -0.459 -0.901
-0.535 0.457 0.291
0.059 -0.042 0.103
0.146 -0.292 0.378
-0.006 0.154 -0.044
-0.070 -0.002 0.276
0.072 0.144 0.410
-0.001 -0.156 -0.042
0.389 0.045 -0.040
-0.070 0.084 -0.034
0.034 0.009 -0.027
-0.009 -0.111 -0.001
-0.273 0.141 -0.175
0.237 -0.050 -0.149

Computed properties:
HOMO level ... -14.13 eV
Kohn-Sham gap ... 11.4 eV
Total charge ... +1
LUMO ... -2.7 eV